A molecular structure, C37H38FN9O3S6SeTi, computed with ωB97M-V/def2-TZVPD.

Expectation value of S²   2.0247
HOMO-LUMO gap (spin up / spin down)   4.99 / 6.20 eV
DFT total energy   -7891.2859 a.u.
Energy above the lowest of the compared OMol25 structures with the same formula, charge and spin   0.0 kJ/mol
E_HOMO (spin up / spin down)   -5.3 / -6.6 eV
Spin multiplicity   3

```
96
Properties=species:S:1:pos:R:3:forces:R:3:mulliken_spin:R:1
Ti 0.031 0.333 -0.490 -0.0489 0.3895 -0.2188 0.99
C 2.880 -1.850 2.225 0.0340 0.0009 -0.0334 0.00
C 2.017 -1.315 1.130 -0.0997 -0.0474 0.1222 -0.01
N 1.040 -0.494 1.311 0.0760 -0.2688 0.1179 -0.02
N 0.815 -0.079 2.588 -0.1011 0.0904 0.0421 0.00
C -0.218 0.722 2.697 0.0758 -0.1105 -0.1684 0.00
N -0.509 1.152 3.948 -0.0480 0.0469 0.0778 0.00
S -1.281 1.230 1.424 0.0497 0.0704 -0.0925 -0.01
C 2.278 -1.691 -0.264 0.0083 -0.1445 -0.1436 0.04
C 3.281 -2.577 -0.638 0.0505 0.0447 0.0617 -0.01
C 3.509 -2.814 -1.982 -0.0115 0.0020 -0.0341 0.01
C 2.714 -2.186 -2.926 0.0242 0.0017 0.0264 -0.01
C 1.710 -1.347 -2.482 -0.0346 0.0499 -0.0446 0.04
N 1.500 -1.107 -1.188 -0.1087 0.1316 -0.0238 -0.03
H 2.525 -1.488 3.183 0.0032 -0.0021 -0.0022 0.00
H 3.913 -1.527 2.080 -0.0001 -0.0016 -0.0026 0.00
H 2.868 -2.942 2.221 0.0065 0.0005 -0.0042 0.00
H 0.213 1.014 4.637 0.0147 0.0153 -0.0069 0.00
H -1.052 1.997 4.032 0.0485 -0.0538 -0.0153 0.00
H 3.898 -3.045 0.115 0.0069 0.0067 0.0084 0.00
H 4.313 -3.467 -2.292 0.0127 -0.0112 0.0035 0.00
H 2.881 -2.322 -3.984 -0.0074 0.0007 -0.0203 0.00
H 1.056 -0.823 -3.169 0.0103 -0.0083 0.0138 0.00
F -3.915 -5.312 0.011 -0.0805 0.0107 -0.0311 0.00
C -4.177 -4.142 -0.637 0.0819 -0.0360 -0.0674 -0.08
C -3.214 -3.179 -0.687 0.0153 -0.0840 0.0099 0.28
C -3.459 -1.969 -1.411 -0.0647 0.1044 0.1035 -0.03
C -2.471 -0.961 -1.460 -0.0345 -0.0720 -0.0517 0.18
O -1.370 -1.126 -0.815 0.2586 0.1235 -0.0293 0.06
C -2.741 0.190 -2.286 0.0788 -0.0071 0.0297 -0.02
C -3.959 0.312 -2.861 -0.0051 0.0038 0.0097 0.09
N -4.959 -0.602 -2.711 0.0190 0.0343 -0.0083 0.01
C -6.224 -0.384 -3.355 -0.0111 -0.0147 -0.0145 0.04
C -6.834 0.979 -3.290 -0.0036 -0.0031 -0.0032 0.00
C -7.434 -0.146 -2.498 0.0181 0.0009 -0.0066 0.00
C -4.719 -1.800 -2.049 -0.0098 -0.0308 0.0273 -0.03
C -5.677 -2.796 -1.990 -0.0074 -0.0116 0.0437 0.20
C -5.414 -3.979 -1.245 -0.0768 0.1134 0.0558 0.15
N -6.437 -5.019 -1.293 0.0591 -0.0584 -0.0287 0.01
C -6.177 -6.069 -2.335 0.0483 -0.0210 0.0071 0.02
C -7.443 -6.936 -2.506 -0.0051 -0.0118 -0.0238 0.00
N -8.463 -6.420 -1.603 -0.0649 -0.0083 -0.0182 0.00
C -8.043 -6.558 -0.216 -0.0097 -0.0204 0.0303 0.00
C -6.789 -5.681 0.004 -0.0310 0.0525 0.0554 0.02
C -1.730 1.244 -2.657 0.0496 -0.0726 -0.1362 -0.01
O -2.053 2.169 -3.370 0.0309 -0.0298 -0.0704 0.00
O -0.501 1.040 -2.234 -0.0341 -0.0959 0.4743 0.01
H -2.267 -3.318 -0.188 0.0064 0.0076 0.0126 0.07
H -4.172 1.172 -3.478 -0.0125 -0.0014 -0.0048 0.01
H -6.361 -0.957 -4.267 -0.0032 0.0036 -0.0016 -0.02
H -7.353 1.333 -4.169 -0.0056 0.0039 -0.0076 0.00
H -6.297 1.740 -2.741 0.0052 0.0115 0.0083 0.00
H -8.377 -0.566 -2.821 -0.0095 -0.0032 -0.0036 0.00
H -7.269 -0.139 -1.430 -0.0022 0.0040 0.0157 0.00
H -6.643 -2.664 -2.460 -0.0193 0.0180 0.0019 0.04
H -5.315 -6.634 -1.984 -0.0103 0.0076 -0.0209 0.00
H -5.899 -5.543 -3.245 -0.0235 0.0162 0.0172 0.00
H -7.198 -7.988 -2.311 -0.0075 0.0054 0.0236 0.00
H -7.811 -6.863 -3.528 0.0169 -0.0149 0.0017 0.00
H -9.362 -6.852 -1.766 0.0476 0.0180 0.0062 0.00
H -7.305 -4.559 -1.583 0.0465 -0.0284 -0.0423 0.00
H -7.810 -7.596 0.050 -0.0003 -0.0015 -0.0126 0.00
H -8.851 -6.221 0.431 0.0084 -0.0026 0.0063 0.00
H -5.928 -6.261 0.317 0.0240 0.0134 -0.0047 0.00
H -6.950 -4.887 0.729 -0.0042 0.0083 -0.0232 0.00
C -3.212 5.016 2.295 -0.0188 -0.0130 -0.0135 0.00
N -1.814 4.775 2.039 0.0081 0.0045 -0.0266 0.00
C -1.255 4.627 0.801 0.0194 -0.0358 -0.0035 0.00
Se -2.064 4.657 -0.823 -0.1571 0.0152 -0.0541 0.00
N 0.064 4.397 1.001 0.0888 -0.0298 -0.1142 0.00
C 0.348 4.311 2.348 0.0104 -0.0085 0.0059 0.00
C 1.512 4.028 3.038 0.0150 0.0048 0.0191 0.00
C 1.443 4.041 4.427 -0.0247 -0.0052 0.0006 0.00
C 0.252 4.324 5.095 -0.0022 -0.0004 -0.0133 0.00
C -0.922 4.594 4.397 0.0085 0.0253 0.0113 0.00
C -0.851 4.576 3.015 0.0196 0.0109 -0.0026 0.00
H -3.750 4.872 1.360 0.0083 0.0098 0.0024 0.00
H -3.372 6.035 2.652 0.0021 0.0053 0.0144 0.00
H -3.574 4.307 3.040 -0.0085 -0.0109 0.0009 0.00
H 0.668 4.082 0.244 -0.0502 -0.0090 0.1042 0.00
H 2.428 3.795 2.512 0.0061 -0.0040 -0.0006 0.00
H 2.335 3.828 5.001 0.0066 -0.0040 0.0019 0.00
H 0.239 4.336 6.177 0.0000 0.0006 0.0086 0.00
H -1.845 4.819 4.914 -0.0165 0.0027 0.0090 0.00
C 0.738 3.019 -4.671 0.0296 0.0452 0.0135 0.00
S 1.570 3.695 -3.215 -0.0200 -0.0029 0.0221 0.00
C 2.720 2.423 -2.876 -0.0052 0.0031 -0.0853 0.00
C 2.894 1.859 -1.664 0.0637 -0.0460 0.0370 -0.01
S 1.965 2.085 -0.205 -0.1194 -0.0387 0.0470 0.00
S 4.269 0.776 -1.552 0.0010 0.0396 0.0014 0.00
C 4.769 0.804 -3.201 -0.1750 -0.1135 -0.0118 0.00
S 5.960 -0.155 -3.816 0.0586 0.0157 0.0018 0.00
S 3.830 1.907 -4.135 0.0485 0.0476 0.0390 0.00
H -0.123 3.661 -4.844 -0.0027 -0.0072 -0.0060 0.00
H 0.374 2.021 -4.449 -0.0256 -0.0353 0.0069 0.00
H 1.390 3.025 -5.543 -0.0078 -0.0004 -0.0084 0.00
```
Positions in Å, forces in eV/Å.


A gas-phase ion, C9H15N2O2 (charge +1), computed with ωB97M-V/def2-TZVPD.

SMILES string   CCOC(=O)CCCn1cc[nH+]c1
HOMO-LUMO gap   10.00 eV
DFT total energy   -611.6723 a.u.
Energy above the lowest of the compared OMol25 structures with the same formula, charge and spin   70.4 kJ/mol
Net charge   +1
E_HOMO   -13.2 eV

```
28
Properties=species:S:1:pos:R:3:forces:R:3:nbo_charge:R:1
C 0.882 -2.714 0.013 0.3710 0.8833 -0.2702 -0.63
C 1.337 -1.833 -1.188 -1.0892 -1.4646 0.6838 -0.07
O 2.615 -1.291 -0.867 -0.3414 0.7866 0.2289 -0.54
C 2.614 0.089 -0.783 0.3789 0.4852 -0.7440 0.81
O 2.942 0.742 -1.735 -0.1724 -0.2606 0.5681 -0.52
C 2.169 0.803 0.514 0.1073 0.0906 -0.9340 -0.53
C 0.841 1.559 0.177 -0.4229 -0.5163 0.6286 -0.40
C -0.259 1.427 1.297 0.7210 0.2424 -0.9500 -0.22
N -1.509 0.983 0.630 1.3462 1.5546 1.2848 -0.27
C -2.359 1.816 -0.085 -0.7264 -2.0846 0.0518 -0.06
C -3.320 0.945 -0.510 -1.0825 1.0556 -1.2014 -0.02
N -3.038 -0.327 -0.099 0.8242 0.3067 0.5432 -0.47
C -1.904 -0.262 0.622 -0.5964 -0.6670 -0.3449 0.25
H 0.051 -3.385 -0.240 0.2138 0.1813 0.0618 0.22
H 1.755 -3.282 0.362 -0.3982 0.0017 -0.1007 0.24
H 0.594 -2.018 0.821 0.0391 -0.4743 -0.0123 0.17
H 1.365 -2.479 -2.079 0.5093 0.4538 0.1262 0.21
H 0.563 -1.073 -1.385 0.4695 0.0705 -0.0333 0.15
H 2.089 0.101 1.353 -0.0160 0.3019 -0.1532 0.22
H 2.941 1.566 0.680 -0.0921 -0.4792 0.3242 0.27
H 0.438 1.119 -0.748 -0.0067 0.2971 0.2967 0.22
H 0.984 2.628 -0.021 0.3039 -0.3801 -0.0233 0.24
H 0.018 0.703 2.071 -0.2049 0.0663 -0.2706 0.23
H -0.418 2.399 1.779 -0.2611 -0.3919 -0.1054 0.24
H -2.275 2.879 -0.263 0.2881 -0.2611 0.2983 0.28
H -4.179 1.192 -1.125 0.1490 -0.2930 0.2092 0.26
H -3.542 -1.185 -0.274 -0.1574 0.2380 -0.0929 0.46
H -1.393 -1.099 1.085 -0.1539 0.2570 -0.0697 0.26
```
Positions in Å, forces in eV/Å.


A molecular structure, C17H45F6HfO24S5, computed with ωB97M-V/def2-TZVPD.

HOMO-LUMO gap   5.33 eV
DFT total energy   -5118.3148 a.u.
Energy above the lowest of the compared OMol25 structures with the same formula, charge and spin   0.0 kJ/mol
Net charge   +1
E_HOMO   -12.5 eV

```
98
Properties=species:S:1:pos:R:3:forces:R:3:mulliken_charge:R:1
Hf -2.523 1.233 3.252 6.0367 -6.9765 -6.1578 1.51
C 2.117 2.502 2.837 0.2714 1.0868 0.8615 0.60
F 2.402 2.046 4.056 -0.4715 -0.8451 -0.2106 -0.23
F 3.047 3.405 2.584 -0.1800 0.2311 -0.6104 -0.18
F 2.137 1.567 1.903 -0.1338 -0.2177 0.4192 0.01
S 0.455 3.370 2.881 -0.4313 3.5489 -1.3641 0.95
O 0.150 3.738 1.512 0.3878 -0.6823 0.4887 -0.68
O -0.480 2.291 3.324 -3.4568 -1.9059 1.1977 -0.90
O 0.456 4.495 3.784 0.5655 -1.6617 -0.1101 -0.58
C -1.991 -3.405 4.034 -0.8635 1.3551 -0.1661 0.57
F -0.994 -2.990 3.253 0.2408 -0.2769 -0.1672 -0.12
F -2.251 -4.672 3.840 0.0311 -0.0651 -0.1219 -0.19
F -1.655 -3.204 5.302 0.1110 0.0821 0.1108 -0.22
S -3.553 -2.380 3.609 -2.2448 -3.6934 0.5407 1.13
O -3.116 -0.945 3.547 0.5828 3.3660 -0.3847 -1.11
O -4.028 -3.002 2.383 1.3956 1.5796 0.3627 -0.56
O -4.455 -2.585 4.710 0.8484 0.6735 0.0092 -0.62
C -1.938 -0.155 -0.783 -0.2553 -0.1879 -1.2412 -1.07
C -1.338 -0.560 0.554 -0.6062 -0.8829 -0.1372 2.04
C 0.035 -1.219 0.428 0.4818 0.0714 0.3301 -0.85
O -1.259 0.544 1.447 -2.1855 1.6419 3.4055 1.55
H -3.022 -0.258 -0.871 -0.1054 0.5335 0.6000 0.19
H -1.668 -0.804 -1.622 0.5444 -0.3488 0.4348 0.32
H -1.593 0.809 -1.160 -0.1942 0.2648 0.4188 -0.22
H -1.910 -1.386 0.989 -0.7025 0.4353 0.0631 -0.72
H 0.077 -2.075 1.103 0.0934 0.0457 0.0402 0.71
H 0.818 -0.516 0.719 0.0746 0.0852 -0.3255 -0.81
H 0.224 -1.607 -0.571 0.0331 0.2069 -0.0651 0.35
O -6.055 -1.411 1.050 0.1190 -0.2174 -0.1314 -0.66
S -6.782 -2.103 0.010 -1.3843 -0.1649 -2.1007 0.96
O -7.863 -1.427 -0.660 1.1589 -0.3536 0.6032 -0.62
O -5.742 -2.535 -1.203 -1.6735 0.2505 2.0634 -0.37
C -4.500 -3.093 -0.810 2.1080 0.2714 -0.2986 0.70
C -3.636 -3.020 -2.056 1.0697 -0.3973 0.0575 -1.35
C -7.359 -3.711 0.554 1.2967 0.3737 0.5663 -0.85
H -4.453 -4.102 -0.391 -1.0219 -0.1443 -0.2511 0.36
H -3.976 -2.521 -0.040 -0.6529 0.4908 0.0862 -0.25
H -2.609 -2.820 -1.738 -0.0005 -0.0124 -0.0474 0.23
H -3.921 -2.201 -2.713 -0.1839 -0.1026 -0.0278 0.35
H -3.561 -3.962 -2.597 -0.4350 0.1159 -0.1991 0.39
H -7.823 -4.267 -0.254 0.0674 0.2820 -0.1641 0.35
H -8.000 -3.645 1.430 -0.0791 0.3656 -0.1222 0.38
H -6.414 -4.154 0.875 -0.2211 -0.4784 0.0340 0.28
O 6.333 -1.676 -1.004 1.0032 1.0359 0.7044 -0.62
S 7.198 -0.886 -0.138 1.0288 0.5135 0.3626 1.39
O 7.869 0.316 -0.595 -0.9903 -0.9978 -0.2665 -0.65
O 6.399 -0.482 1.199 -0.4923 -0.5518 -0.5104 -0.40
C 5.082 0.133 1.034 0.1795 0.0827 -0.0534 -0.50
C 4.055 -0.719 0.266 0.1219 0.9312 0.7630 0.38
C 8.467 -1.959 0.612 -1.3564 0.0156 -1.2299 -1.00
H 5.246 1.142 0.653 -0.1395 -0.0760 -0.3470 0.34
H 4.755 0.265 2.065 0.0150 -0.1506 0.0280 0.27
H 4.166 -1.733 0.647 -0.2358 -0.1801 -0.4118 0.46
H 4.097 -0.640 -0.816 0.3521 -0.3201 0.0452 0.32
H 3.080 -0.305 0.534 -0.0758 -0.1411 0.1315 -0.94
H 8.302 -2.027 1.681 0.2002 0.0269 -0.0338 0.27
H 9.441 -1.614 0.279 -0.0283 0.2082 0.2930 0.34
H 8.211 -2.874 0.077 0.3539 -0.3683 0.4762 0.35
O 4.924 1.923 -5.324 -0.1324 0.2238 0.8805 -0.63
S 4.471 2.196 -3.983 0.3117 -2.0793 -0.0508 1.23
O 4.135 3.512 -3.578 -0.4050 0.0835 0.1706 -0.60
O 3.188 1.203 -3.695 0.4086 1.1702 -0.2817 -0.30
C 3.199 -0.084 -4.338 -0.8241 -0.5654 0.1387 -0.37
C 2.272 -1.023 -3.509 1.0743 0.3616 0.5125 -0.77
C 5.584 1.458 -2.742 -1.0087 -0.5067 -0.6680 -0.71
H 4.231 -0.426 -4.401 -0.0953 -0.2877 0.0727 0.44
H 2.802 -0.046 -5.351 0.1875 0.4942 -0.0597 0.30
H 1.384 -1.385 -4.021 0.1663 0.0392 -0.2490 0.42
H 1.950 -0.501 -2.605 -0.0729 0.1961 -0.1087 -0.09
H 2.876 -1.853 -3.140 -0.2280 -0.2694 -0.1688 0.31
H 5.788 0.423 -3.022 0.5718 0.2652 -0.6033 0.29
H 4.974 1.254 -1.862 0.0973 0.9899 0.2876 0.00
H 6.465 2.078 -2.619 -0.0168 -0.1286 0.1869 0.50
O -4.736 2.417 -0.336 0.1746 -0.3484 -0.0260 -0.63
H -5.536 2.931 -0.499 -0.0626 -0.0870 0.0693 0.27
H -4.434 2.153 -1.217 0.0011 0.1943 -0.0673 0.31
O -4.084 0.469 1.508 0.7029 1.3775 1.2491 -0.40
H -4.324 1.023 0.730 -0.0783 0.4441 0.0487 0.26
H -4.745 -0.256 1.514 -0.2267 -0.3828 0.2286 0.42
O 1.720 -1.493 3.177 -0.1761 0.2157 -0.0765 -0.67
H 1.736 -1.345 2.225 0.0763 -0.0665 -0.0187 0.22
H 2.565 -1.911 3.374 -0.0417 0.0367 0.1933 0.31
O -0.750 -0.260 4.172 -0.5417 0.7800 0.3766 -0.20
H 0.087 -0.490 3.722 0.1098 0.1556 -0.2275 0.16
H -0.636 -0.572 5.080 -0.1706 0.0014 0.0004 0.28
O 0.734 2.179 -0.737 -0.0232 0.1092 -0.1509 -0.50
H 0.553 2.788 -0.003 0.0522 -0.1342 -0.0781 0.25
H 0.270 1.375 -0.499 0.0024 -0.0426 0.0811 0.06
C -1.239 5.011 -1.928 -0.2781 -0.6322 -0.0206 -0.19
C -2.377 4.054 -1.543 0.4520 0.0034 0.2239 0.66
O -3.032 3.783 -2.779 -0.7958 0.0104 0.6963 -0.36
C -2.686 4.757 -3.641 -0.6103 0.3660 -2.5338 0.60
O -3.262 5.052 -4.651 0.0395 -0.6694 0.9901 -0.55
O -1.544 5.314 -3.292 0.9815 0.6673 0.7721 -0.35
H -0.286 4.493 -1.843 0.1996 0.4462 -0.1368 0.25
H -1.321 5.933 -1.357 0.4600 -0.0415 0.0450 0.28
H -3.023 4.567 -0.828 -0.3834 -0.3376 -0.1318 0.18
H -2.041 3.094 -1.154 0.1306 0.1769 0.1938 -0.44
```
Positions in Å, forces in eV/Å.


| no. | strongest force on any atom (eV Å⁻¹) |
| --- | --- |
| 1 | 0.485 |
| 2 | 2.425 |
| 3 | 11.092 |